No. 1
Molecular formula: C19H64O13
Method: DFT, the ωB97M-V functional and the def2-TZVPD basis

Output
HOMO = -9.691 eV
Gap between HOMO and LUMO = 9.890 eV
Calculated total energy = -1740.0763 Eh

Geometry as ORCA input:
```
! wB97M-V def2-TZVPD RIJCOSX def2/J DEFGRID3
* xyz 0 1
C -0.11009 3.72353 0.96505
C 0.44413 4.82208 1.86155
O -0.57556 5.84069 1.85154
H -0.64125 4.18398 0.18081
H -0.69607 2.96922 1.50267
H 0.64160 3.06156 0.43699
H 1.33865 5.28868 1.57203
H 0.70615 4.41353 2.83994
H -0.15651 6.68967 2.06553
C 1.65555 1.00212 2.23226
C 2.21952 1.20162 3.65157
O 2.51916 -0.03466 4.29214
H 0.67034 0.49223 2.28376
H 2.25308 0.36966 1.61798
H 1.49707 2.03444 1.86935
H 1.34163 1.70309 4.08281
H 3.02090 1.88864 3.83351
H 3.15756 0.09576 5.00692
C -1.68977 1.17791 3.62521
C -2.43030 -0.09790 3.65952
O -3.15947 -0.08397 4.86547
H -1.11009 1.37887 4.53684
H -2.39814 2.00861 3.49478
H -1.04023 1.36669 2.73559
H -1.82349 -0.97133 3.60837
H -3.15010 -0.06761 2.83895
H -3.45083 -0.96078 5.12503
C -0.17202 -3.58841 2.80762
C 0.61833 -2.32628 2.27526
O 1.91559 -2.31260 2.91495
H -0.47666 -3.63260 3.85629
H 0.42749 -4.44789 2.64172
H -1.11060 -3.70502 2.48645
H -0.05723 -1.49583 2.50137
H 0.67483 -2.31303 1.16364
H 1.96570 -1.38183 3.25261
C 1.46422 -0.53562 -4.07771
C 0.86260 -1.79307 -4.74363
O 1.97300 -2.47984 -5.24233
H 1.70950 0.15709 -4.77930
H 2.33366 -0.77977 -3.56229
H 0.79745 0.10866 -3.51002
H 0.01082 -1.65142 -5.40880
H 0.27524 -2.39886 -4.07011
H 1.78672 -3.37162 -5.04956
C 4.40973 -0.42426 -0.83375
C 3.84875 -1.75117 -0.24500
O 3.76688 -1.72620 1.17762
H 5.40524 -0.06366 -0.73181
H 3.77877 0.46382 -0.58706
H 4.38794 -0.63850 -1.91153
H 4.37932 -2.66109 -0.52834
H 2.82415 -1.90858 -0.58293
H 3.35801 -2.51931 1.43105
C -3.19649 -1.57472 -2.70471
O -4.05514 -2.07816 -3.71344
H -3.26082 -0.51658 -2.69781
H -2.19443 -1.60732 -3.07522
H -3.19784 -2.04163 -1.72113
H -3.62623 -2.91549 -3.84887
C -2.94504 -2.42712 0.90124
O -2.06216 -3.07122 -0.08805
H -3.44519 -3.09535 1.61149
H -3.71480 -1.84988 0.39149
H -2.22298 -1.83385 1.52525
H -1.44621 -2.35667 -0.34410
C 0.78448 -3.57770 -1.67248
O -0.42998 -4.07706 -2.33457
H 1.35095 -2.92818 -2.26305
H 1.44737 -4.34821 -1.35409
H 0.60027 -3.12188 -0.72829
H -0.13085 -4.93216 -2.63376
C 0.10302 0.08404 -0.44652
O -1.00371 -0.48121 -1.12798
H 0.91774 -0.59882 -0.31633
H -0.24434 0.35220 0.56280
H 0.49529 0.92939 -0.97311
H -1.16698 -0.01452 -1.94211
C -3.41519 1.58071 0.22277
O -4.25300 2.19761 1.23035
H -3.65052 2.11937 -0.70811
H -3.73273 0.58684 0.08731
H -2.37091 1.66018 0.42446
H -3.91029 3.08566 1.27862
C 2.35677 2.88286 -1.61743
O 2.74435 4.11398 -1.06092
H 1.36484 2.93194 -2.09501
H 2.48904 2.14903 -0.83868
H 3.05076 2.42727 -2.37641
H 2.60370 4.74785 -1.78505
C -2.09439 2.33879 -3.23994
O -1.37397 1.28523 -3.87172
H -1.88605 3.22365 -3.90520
H -1.67811 2.58503 -2.27975
H -3.13046 2.24336 -3.32285
H -0.66063 1.60331 -4.42966
*
```

No. 2
Molecular formula: C19H65BFO16
Method: DFT, the ωB97M-V functional and the def2-TZVPD basis

Output
HOMO = -5.277 eV
Gap between HOMO and LUMO = 6.922 eV
Calculated total energy = -2091.4834 Eh

Geometry as ORCA input:
```
! wB97M-V def2-TZVPD RIJCOSX def2/J DEFGRID3
* xyz -1 1
C -0.25235 0.26429 1.09454
C -1.25552 1.17594 0.38850
C -2.57521 0.46254 -0.00444
C -2.86017 0.46486 -1.52311
C -1.83105 -0.24188 -2.41007
C -1.73038 0.29426 -3.83635
O -0.49050 -0.18054 -4.30068
B 0.40500 -0.08503 -3.12868
O 1.18289 1.17185 -3.09054
F 1.33730 -1.14574 -3.19421
O -0.49507 -0.09802 -1.96025
H 0.52915 0.86839 1.57752
H -0.70546 -0.33901 1.89476
H 0.20776 -0.38618 0.35073
H -0.75780 1.52242 -0.52149
H -1.47889 2.05908 1.00678
H -3.41860 0.97533 0.47806
H -2.56547 -0.56620 0.38814
H -3.82181 -0.04304 -1.70720
H -3.03238 1.50951 -1.82878
H -2.08774 -1.31871 -2.45669
H -2.55564 -0.01413 -4.49515
H -1.69522 1.39769 -3.78722
H 0.58212 1.81840 -2.71405
C 1.00512 4.38877 -1.43530
O 1.20777 3.01645 -1.17057
H 0.21125 4.72714 -0.76992
H 1.89424 5.00629 -1.27134
H 0.65406 4.48583 -2.46724
H 1.86459 2.66942 -1.78426
C 0.85088 -1.91305 3.97132
O -0.54836 -1.68672 4.00176
H 1.19209 -1.79760 2.94353
H 1.38046 -1.19931 4.60740
H 1.08671 -2.92509 4.31931
H -0.84561 -1.76044 4.91441
C 1.04879 -0.42121 7.85901
O 0.25429 -1.28958 7.06102
H 1.18445 0.48785 7.27602
H 0.55432 -0.15814 8.79870
H 2.02397 -0.86895 8.05227
H 0.10683 -2.11082 7.53576
C 4.05523 -2.27405 -3.32964
O 5.41213 -2.08986 -3.75471
H 3.94309 -3.32883 -3.08832
H 3.83056 -1.68133 -2.44322
H 3.32941 -2.01006 -4.09765
H 5.52916 -1.15656 -3.94354
C 2.22579 -1.49306 -6.74272
O 3.38842 -0.66902 -6.82046
H 1.65961 -1.31135 -7.65491
H 2.49482 -2.55340 -6.70368
H 1.59802 -1.25197 -5.88087
H 3.89165 -0.81027 -6.01513
C 3.30377 0.24581 0.31145
O 2.70929 -1.02242 0.11904
H 3.72549 0.24685 1.31783
H 4.11332 0.44074 -0.40107
H 2.57227 1.05606 0.24185
H 2.27331 -1.00980 -0.74295
C 0.81943 -5.84706 4.47032
O 0.28659 -5.38567 5.71097
H 0.78215 -5.01024 3.77852
H 1.85904 -6.16000 4.59370
H 0.24463 -6.67390 4.04774
H 0.31519 -6.11369 6.33502
C 1.46272 2.46326 -6.75165
O 0.60555 2.52014 -5.64037
H 1.31472 3.38246 -7.32286
H 2.51830 2.39902 -6.46689
H 1.24484 1.61220 -7.40621
H 0.75639 1.74751 -5.06600
C -2.83724 -4.68521 7.06066
O -2.17391 -3.58986 6.46356
H -3.70853 -4.28788 7.57889
H -3.17631 -5.41573 6.31993
H -2.20425 -5.19823 7.79379
H -1.40061 -3.93543 5.99963
C -4.24259 3.74734 -4.42918
O -3.34017 3.16031 -3.52348
H -5.10639 3.08449 -4.48705
H -4.58878 4.73592 -4.10174
H -3.81733 3.84862 -5.43324
H -2.56666 3.73790 -3.47705
C -6.40964 1.48843 2.18928
O -5.13821 2.10707 2.17491
H -6.81825 1.60039 1.18659
H -6.34962 0.41988 2.41664
H -7.09913 1.95947 2.89831
H -4.73033 2.00486 3.03734
C 4.13292 -2.62514 6.26223
O 3.90873 -2.25013 7.61655
H 3.94354 -1.73832 5.66180
H 5.16240 -2.95012 6.09068
H 3.44668 -3.41000 5.93412
H 4.05391 -3.01448 8.17735
C -1.33598 6.10650 -4.76517
O -1.01069 4.76592 -4.44861
H -2.14563 6.39690 -4.09749
H -0.49433 6.78562 -4.60166
H -1.68288 6.21534 -5.79678
H -0.29643 4.45716 -5.01640
*
```